Density functional theory data (ωB97M-V/def2-TZVPD) for a 9-piece molecular cluster, C76H168F6N4P3 overall at a distorted geometry.

Bonds (Å) are listed after each position.
Geometry (Å):
1 C 3.71 -0.41 -5.74  C2 1.538, H13 1.065, H14 1.108, H15 1.062
2 C 4.68 0.79 -5.77  C1 1.538, C3 1.508, H16 1.081, H17 1.081
3 C 5.31 1.19 -4.46  C2 1.508, C4 1.499, H18 1.095, H19 1.070
4 C 6.21 0.06 -4.10  C3 1.499, N5 1.506, H20 1.073, H21 1.098
5 N 6.93 0.09 -2.78  C4 1.506, C6 1.558, C9 1.491, C10 1.528
6 C 5.86 -0.23 -1.69  N5 1.558, C7 1.480, H22 1.092, H23 1.056
7 C 5.96 -1.70 -1.60  C6 1.480, C8 1.549, H24 1.069, H25 1.098
8 C 7.45 -2.12 -1.71  C7 1.549, C9 1.578, H26 1.066, H27 1.086
9 C 7.98 -0.95 -2.64  N5 1.491, C8 1.578, H28 1.066, H29 1.111
10 C 7.41 1.53 -2.57  N5 1.528, C11 1.499, H30 1.119, H31 1.112
11 C 8.40 1.72 -1.46  C10 1.499, C12 1.529, H32 1.078, H33 1.106
12 C 8.27 3.13 -0.89  C11 1.529, H34 1.113, H35 1.078, H36 1.075
13 H 4.23 -1.30 -5.48  C1 1.065
14 H 3.33 -0.59 -6.77  C1 1.108
15 H 2.95 -0.40 -5.01  C1 1.062
16 H 4.19 1.69 -6.11  C2 1.081
17 H 5.49 0.57 -6.45  C2 1.081
18 H 4.54 1.41 -3.71  C3 1.095
19 H 5.93 2.06 -4.58  C3 1.070
20 H 6.99 0.02 -4.84  C4 1.073
21 H 5.76 -0.94 -4.06  C4 1.098
22 H 6.26 0.26 -0.79  C6 1.092
23 H 4.95 0.22 -1.97  C6 1.056
24 H 5.41 -1.91 -0.71  C7 1.069
25 H 5.43 -2.12 -2.46  C7 1.098
26 H 7.99 -2.16 -0.79  C8 1.066
27 H 7.59 -3.10 -2.16  C8 1.086
28 H 8.78 -0.45 -2.15  C9 1.066
29 H 8.29 -1.20 -3.68  C9 1.111
30 H 6.44 2.06 -2.46  C10 1.119
31 H 7.82 1.90 -3.54  C10 1.112
32 H 9.39 1.49 -1.80  C11 1.078
33 H 8.13 0.97 -0.69  C11 1.106
34 H 9.19 3.35 -0.30  C12 1.113
35 H 7.34 3.25 -0.36  C12 1.078
36 H 8.32 3.87 -1.67  C12 1.075
37 C -0.01 12.72 -0.12  C38 1.604, H49 1.078, H50 1.119, H51 1.101
38 C -0.93 11.66 0.66  C37 1.604, C39 1.577, H52 1.061, H53 1.078
39 C -1.76 12.19 1.90  C38 1.577, C40 1.549, H54 1.055, H55 1.131
40 C -0.84 12.92 2.90  C39 1.549, N41 1.475, H56 1.121, H57 1.153
41 N -1.39 13.51 4.14  C40 1.475, C42 1.537, C45 1.499, C46 1.489
42 C -0.24 14.09 4.97  N41 1.537, C43 1.516, H58 1.066, H59 1.100
43 C -0.76 14.25 6.39  C42 1.516, C44 1.516, H60 1.074, H61 1.105
44 C -1.83 13.18 6.51  C43 1.516, C45 1.523, H62 1.067, H63 1.081
45 C -1.75 12.48 5.16  N41 1.499, C44 1.523, H64 1.059, H65 1.155
46 C -2.52 14.44 3.85  N41 1.489, C47 1.513, H66 1.123, H67 1.072
47 C -3.86 13.83 3.53  C46 1.513, C48 1.528, H68 1.150, H69 1.056
48 C -4.64 14.64 2.49  C47 1.528, H70 1.069, H71 1.080, H72 1.058
49 H 0.92 12.90 0.41  C37 1.078
50 H -0.61 13.66 -0.21  C37 1.119
51 H 0.30 12.35 -1.11  C37 1.101
52 H -0.37 10.90 1.13  C38 1.061
53 H -1.68 11.21 0.03  C38 1.078
54 H -2.24 11.38 2.37  C39 1.055
55 H -2.50 12.96 1.53  C39 1.131
56 H -0.23 13.75 2.45  C40 1.121
57 H 0.02 12.20 3.16  C40 1.153
58 H 0.09 15.04 4.61  C42 1.066
59 H 0.59 13.37 4.91  C42 1.100
60 H -1.20 15.20 6.59  C43 1.074
61 H 0.08 14.21 7.11  C43 1.105
62 H -2.82 13.54 6.65  C44 1.067
63 H -1.65 12.47 7.31  C44 1.081
64 H -2.64 12.03 4.81  C45 1.059
65 H -0.90 11.70 5.04  C45 1.155
66 H -2.24 14.96 2.90  C46 1.123
67 H -2.68 15.14 4.65  C46 1.072
68 H -4.53 13.60 4.44  C47 1.150
69 H -3.69 12.87 3.12  C47 1.056
70 H -4.83 15.61 2.88  C48 1.069
71 H -5.59 14.15 2.33  C48 1.080
72 H -4.13 14.66 1.56  C48 1.058
73 C -0.34 -10.43 -5.71  C74 1.424, H85 1.105, H86 1.111, H89 1.089
74 C -1.75 -10.45 -5.93  C73 1.424, C75 1.447, H88 1.076
75 C -2.43 -10.25 -7.19  C74 1.447, C76 1.469, H90 1.079, H91 1.073
76 C -3.66 -10.99 -7.49  C75 1.469, N77 1.425, H92 1.065, H93 1.090
77 N -4.19 -11.16 -8.80  C76 1.425, C78 1.642, C81 1.664, C82 1.314
78 C -5.44 -12.23 -8.94  N77 1.642, C79 1.507, H94 1.071, H95 1.109
79 C -6.60 -11.66 -9.72  C78 1.507, C80 1.499, H96 1.178, H97 1.118
80 C -6.21 -10.27 -10.13  C79 1.499, C81 1.512, H98 1.149, H99 1.135
81 C -5.06 -9.82 -9.26  N77 1.664, C80 1.512, H100 1.125, H101 1.088
82 C -3.42 -11.42 -9.83  N77 1.314, H102 1.023, H103 1.115
83 C -2.36 -13.61 -10.05  C84 1.586, H104 1.049, H105 1.245
84 C -1.02 -12.82 -10.37  C83 1.586, H106 1.229, H107 1.079, H108 1.209
85 H -0.01 -10.95 -4.79  C73 1.105
86 H -0.67 -9.64 -5.00  C73 1.111
87 H -5.61 -8.10 8.89  no bonds
88 H -2.32 -10.71 -5.05  C74 1.076
89 H 0.20 -10.07 -6.58  C73 1.089
90 H -1.67 -10.44 -7.93  C75 1.079
91 H -2.34 -9.19 -7.32  C75 1.073
92 H -4.43 -10.47 -6.97  C76 1.065
93 H -3.69 -11.95 -6.98  C76 1.090
94 H -5.07 -13.13 -9.38  C78 1.071
95 H -5.63 -12.52 -7.89  C78 1.109
96 H -6.95 -12.33 -10.62  C79 1.178
97 H -7.50 -11.64 -9.06  C79 1.118
98 H -5.79 -10.31 -11.20  C80 1.149
99 H -7.07 -9.55 -9.98  C80 1.135
100 H -4.31 -9.12 -9.72  C81 1.125
101 H -5.17 -9.39 -8.27  C81 1.088
102 H -2.50 -10.96 -9.82  C82 1.023
103 H -3.96 -11.67 -10.78  C82 1.115
104 H -2.98 -13.42 -10.87  C83 1.049
105 H -2.10 -14.36 -9.08  C83 1.245
106 H -0.39 -13.69 -10.97  C84 1.229
107 H -0.17 -12.52 -9.77  C84 1.079
108 H -1.34 -11.85 -11.01  C84 1.209
109 C -2.42 -1.21 9.71  C110 1.536, H121 1.112, H122 1.079, H123 1.112
110 C -3.68 -1.90 10.25  C109 1.536, C111 1.492, H124 1.075, H125 1.111
111 C -4.56 -2.25 9.10  C110 1.492, C112 1.518, H126 1.064, H127 1.102
112 C -5.91 -2.79 9.53  C111 1.518, N113 1.487, H128 1.091, H129 1.045
113 N -6.59 -3.60 8.48  C112 1.487, C114 1.473, C117 1.563, C118 1.516
114 C -7.96 -3.91 8.92  N113 1.473, C115 1.559, H130 1.070, H131 1.055
115 C -8.33 -5.17 8.08  C114 1.559, C116 1.581, H132 1.102, H133 1.098
116 C -6.99 -6.01 8.06  C115 1.581, C117 1.544, H134 1.058, H135 1.050
117 C -5.91 -5.01 8.51  N113 1.563, C116 1.544, H136 1.100, H137 1.067
118 C -6.58 -3.05 7.07  N113 1.516, C119 1.514, H138 1.064, H139 1.056
119 C -7.16 -1.66 6.95  C118 1.514, C120 1.541, H140 1.101, H141 1.149
120 C -6.68 -1.04 5.62  C119 1.541, H142 1.122, H143 1.077, H144 1.048
121 H -1.82 -0.88 10.59  C109 1.112
122 H -2.83 -0.32 9.26  C109 1.079
123 H -1.91 -1.87 8.98  C109 1.112
124 H -4.13 -1.39 11.08  C110 1.075
125 H -3.22 -2.80 10.72  C110 1.111
126 H -4.15 -3.04 8.53  C111 1.064
127 H -4.68 -1.44 8.36  C111 1.102
128 H -6.59 -1.98 9.82  C112 1.091
129 H -5.85 -3.40 10.37  C112 1.045
130 H -8.57 -3.03 8.83  C114 1.070
131 H -7.92 -4.24 9.92  C114 1.055
132 H -8.67 -4.84 7.09  C115 1.102
133 H -9.20 -5.73 8.45  C115 1.098
134 H -6.84 -6.31 7.05  C116 1.058
135 H -7.00 -6.85 8.68  C116 1.050
136 H -4.99 -5.01 7.91  C117 1.100
137 H -5.60 -5.14 9.52  C117 1.067
138 H -7.02 -3.78 6.43  C118 1.064
139 H -5.54 -3.06 6.89  C118 1.056
140 H -6.88 -1.01 7.78  C119 1.101
141 H -8.31 -1.68 7.03  C119 1.149
142 H -5.58 -0.90 5.79  C120 1.122
143 H -7.18 -0.08 5.57  C120 1.077
144 H -6.96 -1.57 4.76  C120 1.048
145 C -1.66 8.57 -6.18  C146 1.540, H162 1.030, H163 1.089, H164 1.124
146 C -1.98 7.35 -5.31  C145 1.540, C147 1.511, H165 1.155, H166 1.072
147 C -0.79 6.44 -5.08  C146 1.511, C148 1.522, H167 1.107, H168 1.094
148 C -1.17 5.27 -4.19  C147 1.522, P149 1.805, H169 1.091, H170 1.098
149 P 0.15 4.07 -3.91  C148 1.805, C150 1.806, C154 1.825, C158 1.825
150 C 0.67 3.57 -5.57  P149 1.806, C151 1.463, H171 1.085, H172 1.107
151 C -0.49 3.05 -6.30  C150 1.463, C152 1.595, H173 1.094, H174 1.081
152 C -0.06 2.19 -7.57  C151 1.595, C153 1.500, H175 1.101, H176 1.096
153 C -1.28 1.98 -8.43  C152 1.500, H177 1.118, H178 1.105, H179 1.095
154 C 1.56 4.93 -3.13  P149 1.825, C155 1.524, H180 1.128, H181 1.105
155 C 1.33 5.59 -1.78  C154 1.524, C156 1.595, H182 1.093, H183 1.097
156 C 2.75 5.92 -1.14  C155 1.595, C157 1.540, H184 1.091, H185 1.063
157 C 2.72 6.57 0.26  C156 1.540, H186 1.101, H187 1.075, H188 1.079
158 C -0.61 2.74 -2.92  P149 1.825, C159 1.525, H189 1.109, H190 1.079
159 C -1.26 3.13 -1.60  C158 1.525, C160 1.536, H191 1.131, H192 1.069
160 C -2.67 2.53 -1.48  C159 1.536, C161 1.563, H193 1.104, H194 1.153
161 C -3.21 2.72 -0.03  C160 1.563, H195 1.061, H196 1.140, H197 1.116
162 H -1.47 8.26 -7.14  C145 1.030
163 H -0.73 9.05 -5.87  C145 1.089
164 H -2.49 9.33 -6.22  C145 1.124
165 H -2.82 6.79 -5.88  C146 1.155
166 H -2.42 7.67 -4.39  C146 1.072
167 H -0.04 7.07 -4.58  C147 1.107
168 H -0.38 6.16 -6.06  C147 1.094
169 H -2.01 4.79 -4.70  C148 1.091
170 H -1.58 5.58 -3.22  C148 1.098
171 H 1.44 2.82 -5.43  C150 1.085
172 H 1.06 4.41 -6.17  C150 1.107
173 H -1.09 3.89 -6.67  C151 1.094
174 H -1.14 2.46 -5.66  C151 1.081
175 H 0.27 1.25 -7.10  C152 1.101
176 H 0.83 2.65 -8.00  C152 1.096
177 H -1.07 1.48 -9.41  C153 1.118
178 H -1.74 2.94 -8.70  C153 1.105
179 H -1.99 1.30 -7.94  C153 1.095
180 H 1.85 5.72 -3.88  C154 1.128
181 H 2.38 4.20 -3.00  C154 1.105
182 H 0.78 4.87 -1.17  C155 1.093
183 H 0.74 6.52 -1.88  C155 1.097
184 H 3.29 6.61 -1.78  C156 1.091
185 H 3.30 5.00 -1.17  C156 1.063
186 H 2.53 5.79 1.01  C157 1.101
187 H 1.91 7.27 0.31  C157 1.075
188 H 3.69 7.00 0.47  C157 1.079
189 H 0.19 1.99 -2.79  C158 1.109
190 H -1.35 2.40 -3.63  C158 1.079
191 H -1.25 4.24 -1.38  C159 1.131
192 H -0.66 2.58 -0.90  C159 1.069
193 H -2.53 1.45 -1.63  C160 1.104
194 H -3.42 2.99 -2.22  C160 1.153
195 H -4.22 2.39 -0.01  C161 1.061
196 H -3.26 3.83 0.23  C161 1.140
197 H -2.40 2.24 0.58  C161 1.116
198 C -0.09 -5.31 7.03  C199 1.531, H215 1.092, H216 1.152, H217 1.093
199 C 0.75 -4.17 6.44  C198 1.531, C200 1.560, H218 1.101, H219 1.063
200 C 0.63 -4.19 4.89  C199 1.560, C201 1.570, H220 1.105, H221 1.075
201 C 1.70 -5.08 4.17  C200 1.570, P202 1.798, H222 1.055, H223 1.095
202 P 3.12 -4.16 3.56  C201 1.798, C203 1.762, C207 1.852, C211 1.774
203 C 4.17 -3.68 4.89  P202 1.762, C204 1.591, H224 1.108, H225 1.145
204 C 5.37 -4.68 5.19  C203 1.591, C205 1.505, H226 1.085, H227 1.069
205 C 6.36 -3.96 6.06  C204 1.505, C206 1.502, H228 1.064, H229 1.116
206 C 7.59 -4.73 6.43  C205 1.502, H230 1.121, H231 1.082, H232 1.140
207 C 2.67 -2.55 2.75  P202 1.852, C208 1.523, H233 1.110, H234 1.074
208 C 1.84 -2.86 1.51  C207 1.523, C209 1.569, H235 1.074, H236 1.150
209 C 0.39 -3.45 1.64  C208 1.569, C210 1.491, H237 1.074, H238 1.088
210 C -0.20 -3.68 0.29  C209 1.491, H239 1.080, H240 1.109, H241 1.082
211 C 3.81 -5.21 2.31  P202 1.774, C212 1.615, H242 1.094, H243 1.120
212 C 5.11 -4.51 1.66  C211 1.615, C213 1.530, H244 1.129, H245 1.122
213 C 6.12 -5.34 0.87  C212 1.530, C214 1.500, H246 1.117, H247 1.073
214 C 5.50 -6.02 -0.32  C213 1.500, H248 1.125, H249 1.057, H250 1.079
215 H 0.27 -5.46 8.05  C198 1.092
216 H 0.19 -6.31 6.53  C198 1.152
217 H -1.15 -5.06 7.08  C198 1.093
218 H 1.78 -4.29 6.80  C199 1.101
219 H 0.33 -3.25 6.78  C199 1.063
220 H 0.63 -3.15 4.52  C200 1.105
221 H -0.39 -4.47 4.69  C200 1.075
222 H 1.28 -5.72 3.44  C201 1.055
223 H 2.13 -5.81 4.86  C201 1.095
224 H 3.53 -3.47 5.77  C203 1.108
225 H 4.63 -2.71 4.48  C203 1.145
226 H 5.89 -4.93 4.28  C204 1.085
227 H 4.94 -5.63 5.45  C204 1.069
228 H 5.84 -3.66 6.94  C205 1.064
229 H 6.57 -3.01 5.51  C205 1.116
230 H 8.01 -4.43 7.42  C206 1.121
231 H 8.37 -4.76 5.68  C206 1.082
232 H 7.27 -5.81 6.65  C206 1.140
233 H 3.58 -1.97 2.50  C207 1.110
234 H 2.19 -1.94 3.49  C207 1.074
235 H 2.38 -3.48 0.81  C208 1.074
236 H 1.77 -1.92 0.85  C208 1.150
237 H -0.27 -2.94 2.32  C209 1.074
238 H 0.48 -4.45 2.06  C209 1.088
239 H -1.16 -4.15 0.44  C210 1.080
240 H 0.48 -4.33 -0.30  C210 1.109
241 H -0.24 -2.79 -0.33  C210 1.082
242 H 3.07 -5.26 1.51  C211 1.094
243 H 4.07 -6.17 2.82  C211 1.120
244 H 5.65 -3.83 2.39  C212 1.129
245 H 4.81 -3.75 0.89  C212 1.122
246 H 6.49 -6.11 1.60  C213 1.117
247 H 6.95 -4.73 0.58  C213 1.073
248 H 4.81 -6.78 0.13  C214 1.125
249 H 6.26 -6.58 -0.78  C214 1.057
250 H 5.12 -5.32 -1.04  C214 1.079
251 P 2.67 1.36 -0.41  F252 1.556, F253 1.551, F254 1.594, F255 1.604, F256 1.613, F257 1.675
252 F 4.04 1.96 0.03  P251 1.556
253 F 3.28 -0.06 -0.49  P251 1.551
254 F 2.34 1.12 1.13  P251 1.594
255 F 1.27 0.73 -0.87  P251 1.604
256 F 2.11 2.88 -0.47  P251 1.613
257 F 3.05 1.57 -2.03  P251 1.675

Results
**Gap between HOMO and LUMO**: 0.93 eV
**Multiplicity**: 1
**Maximum force**: 7.25 eV/Å
**Charge**: +5

Atomic partial charges in e from the Löwdin method, atoms 1 to 4: -0.08, -0.23, -0.19, -0.14